# 1
A structure of composition C24H36BBa2F4N2O12 in a non-equilibrium geometry, computed with wB97M-V/def2-TZVPD.

The calculation puts the strongest force on any atom at 2.496 eV/A. Its energy above the lowest of the compared OMol25 structures with the same formula, charge and spin is 18.0 kcal per mole. As for the charge: +1. The value obtained for the HOMO-LUMO gap is 8.86 eV.

Each line ends with the Mulliken charge.
Element x y z (Å)
H 11.68 8.42 8.65  0.3356
Ba 9.87 7.69 15.72  1.7982
H 7.54 10.80 18.22  0.3582
H 8.43 15.37 19.28  0.4575
C 13.91 10.04 16.58  -1.1871
H 14.37 9.52 9.69  0.2576
F 11.43 10.95 13.92  -0.2669
H 13.72 12.38 10.34  0.3426
H 6.38 7.06 13.11  0.3543
H 9.78 14.87 15.28  0.5120
H 9.85 4.84 10.56  0.3447
H 7.69 9.33 19.24  0.3693
H 14.75 9.48 16.18  0.3684
H 10.87 12.77 15.87  0.6036
O 11.54 6.74 11.17  -0.7663
O 7.42 7.86 14.69  -0.1718
C 11.60 9.50 8.81  -0.9549
C 8.10 15.56 13.49  -0.2532
H 6.23 9.49 15.01  0.3627
H 6.26 7.79 17.41  0.3511
O 12.46 8.78 15.17  -0.7637
C 9.75 13.72 18.92  -0.3781
C 10.39 12.93 17.96  -0.1365
C 6.66 8.67 16.87  -0.5844
O 12.44 9.97 9.85  -0.0169
C 9.59 16.49 11.88  -0.4673
H 8.11 7.56 12.82  -0.2559
H 15.32 11.66 10.07  0.4011
C 9.17 15.40 12.64  -0.2210
H 13.85 10.70 8.40  0.4713
C 6.34 8.47 15.39  -0.5519
C 9.69 14.48 16.28  -0.0722
H 9.57 14.41 12.45  0.4547
H 13.95 12.79 12.80  0.3100
H 10.93 12.05 18.26  0.6026
O 9.22 14.02 21.17  -0.5974
O 6.01 18.12 14.81  -0.6021
H 7.65 14.80 14.12  0.5754
H 7.43 18.83 13.12  0.4640
C 8.96 15.23 17.21  -0.7009
H 8.38 16.10 16.96  0.3984
O 11.68 9.18 17.15  -0.7685
H 5.40 7.91 15.30  0.3300
H 13.86 11.04 16.15  0.1905
H 9.15 10.01 18.51  0.1482
N 9.78 13.36 20.33  1.0461
C 8.08 9.87 18.38  -0.7793
H 6.85 8.77 12.87  0.3901
C 7.16 7.81 13.29  -0.4244
H 14.06 10.23 17.64  0.3501
O 7.98 9.04 17.20  -0.1647
O 14.12 10.99 11.73  -0.2310
B 10.21 10.86 13.25  -0.1629
N 6.51 17.00 14.75  0.9902
O 6.23 16.08 15.49  -0.5728
Ba 12.67 8.88 12.35  1.7229
C 8.95 14.79 18.53  -0.5253
H 15.60 12.16 12.62  0.3823
H 9.19 18.45 11.23  0.3529
O 10.58 6.87 13.10  -0.4993
C 7.51 16.82 13.69  -0.1375
F 9.37 11.90 13.51  -0.1569
C 9.63 5.35 11.49  -1.0576
O 10.40 12.34 20.59  -0.6217
H 9.41 4.65 12.30  0.3070
H 10.55 9.59 9.08  0.2540
C 13.73 10.38 9.43  -0.6243
C 14.29 11.45 10.39  -0.5504
C 7.87 17.87 12.88  -0.3897
H 11.72 9.99 7.85  0.3538
C 12.60 9.31 16.31  0.8978
H 5.99 9.42 17.30  0.3901
C 10.42 13.37 16.64  -0.6920
H 8.71 5.90 11.29  0.2443
F 10.53 10.76 11.89  -0.2345
C 8.95 17.72 12.00  -0.5580
F 9.71 9.61 13.72  -0.0299
C 10.65 6.33 11.96  0.4763
C 14.56 11.88 12.77  -0.5954
H 14.42 11.35 13.71  0.0147
H 10.38 16.36 11.16  0.3901

# 2
A cluster of 6 separate species, C40H73Br3IN2O23S in total in a non-equilibrium geometry, computed with wB97M-V/def2-TZVPD.

The calculation puts the strongest force on any atom at 9.070 eV/A. As for the charge: +1. The value obtained for the HOMO-LUMO gap is 8.26 eV.

Each line ends with the Mulliken charge.
Element x y z (Å)
C 7.01 3.82 -5.04  -0.6472
C -3.47 -13.09 -4.61  -0.5405
C 0.30 1.54 -2.07  -0.4889
O 4.43 -6.11 0.48  -0.3323
H -11.09 1.26 0.51  0.2124
H -2.90 -17.36 -8.08  0.2199
H 2.00 5.53 5.38  0.2458
H -12.61 2.11 0.17  0.2900
C 10.45 6.22 -7.11  -0.6051
I -1.87 1.06 -2.37  0.0736
C 3.30 4.73 -1.92  -0.2597
H 6.73 3.98 1.39  0.3790
H -4.19 -16.16 -8.34  0.2860
C 1.98 4.40 2.71  -1.3961
C -5.69 3.27 4.07  -0.2150
H 4.93 -7.00 -1.33  0.2324
H 1.62 0.46 1.93  0.1450
H 0.78 -7.22 1.20  0.3222
C 0.33 -1.41 3.00  -0.9900
H 11.48 6.04 -7.43  0.2202
C 1.13 2.75 0.31  -0.0552
C 2.83 6.18 -1.41  -0.4773
H -4.34 2.56 6.16  0.3864
C 5.31 2.50 1.09  -0.1496
H -7.54 3.33 2.64  0.2387
H -1.68 7.94 0.68  0.3514
O -0.54 -3.73 4.42  -0.6101
H -0.74 2.36 1.53  1.0485
O 9.96 5.01 -6.53  -0.3141
H -0.25 -11.65 -3.55  0.2310
H 1.51 -7.28 -2.37  0.2820
H -4.12 -13.55 -3.86  0.3122
H -2.73 4.45 4.95  0.1381
H 1.89 0.70 -0.67  0.2116
H -12.72 6.69 1.77  0.2903
C 0.41 -11.58 -4.42  -0.5935
H 4.46 5.15 0.78  0.3364
O 6.07 3.45 1.94  -0.4507
H -7.82 2.19 4.12  0.2534
C -7.00 2.56 3.34  -0.9042
H 4.12 3.81 3.62  0.1236
Br -0.01 4.00 -0.87  0.0033
H 4.82 -5.20 -1.34  0.2693
H 2.19 -6.39 -3.75  0.2813
H -0.09 -12.05 -5.27  0.2321
H 0.93 -1.34 4.03  0.3120
H 1.39 1.24 3.59  0.2754
H 0.68 -5.42 1.19  0.1007
H -1.89 3.39 6.34  0.3306
O 8.34 3.88 -5.55  -0.3002
C 3.25 3.49 -1.07  -0.6898
O -2.29 -2.27 3.30  -0.5769
H 2.81 6.92 -2.34  0.4118
H 1.35 -12.11 -4.24  0.3093
H 1.06 -1.64 2.11  0.3761
C -3.70 2.40 5.19  -0.5970
C -1.79 7.28 1.65  -0.9965
H 3.60 1.12 0.56  0.5565
C -11.63 6.63 1.74  -0.6213
O -12.32 4.77 -0.05  -0.5378
O -2.80 -14.08 -5.38  -0.2391
N 3.75 5.30 1.52  -0.6366
H -4.04 -12.41 -5.25  0.3212
H -5.53 4.31 3.52  0.1974
O 0.66 -10.22 -4.75  -0.3161
H 3.89 5.72 4.95  0.3113
H 0.14 0.71 -0.02  0.1273
H -1.97 7.93 2.61  0.2715
H 6.88 4.53 -4.22  0.2837
C -0.41 0.07 2.83  -0.1792
Br 4.05 1.94 -2.16  -0.0004
C 0.96 1.39 -0.56  0.5444
C -0.38 6.38 1.79  0.7538
H 0.65 2.77 4.90  0.1673
H 6.86 2.81 -4.64  0.2456
O -2.86 -15.77 -6.78  -0.2994
O 7.95 6.07 -6.14  -0.5519
H 10.45 7.03 -6.38  0.2871
S -0.86 -2.84 3.15  1.2410
C 2.70 3.34 0.45  0.9532
O -4.85 -14.82 -6.11  -0.5384
H 1.76 6.29 -0.96  -0.0365
H -0.21 4.45 4.91  0.6848
H 3.39 4.37 6.16  0.3481
O 6.16 1.73 0.35  -0.5221
H 3.11 -7.74 -3.07  0.2324
C -11.62 4.45 0.90  0.7330
H 3.48 6.32 1.46  0.3323
C 5.11 -6.08 -0.77  -0.5379
H -1.50 5.18 3.30  -0.1542
C -3.63 -14.89 -6.09  0.7388
H 0.82 -6.31 2.72  0.2371
H 2.72 2.79 4.31  0.2915
H 9.85 6.49 -7.99  0.2897
H -11.12 2.48 -0.79  0.2978
H 3.63 6.69 -0.69  0.1511
C 3.01 4.97 5.22  -1.0982
H -3.30 1.28 5.24  0.1989
H 3.46 1.90 2.21  0.2110
H 6.19 -6.02 -0.56  0.2269
C 3.08 -6.19 0.38  0.7878
H -1.21 0.09 1.96  0.3450
H 6.28 3.99 -5.83  0.3506
C -3.61 -16.69 -7.57  -0.6119
C 2.11 -7.38 -3.29  -0.4935
H -11.23 7.20 2.59  0.2143
O 0.92 1.86 -3.20  -0.4484
C 0.86 1.13 2.56  -1.0407
H -11.23 7.06 0.82  0.2918
O -11.15 3.20 1.16  -0.2581
C 1.13 -6.30 1.67  -0.3902
H 0.32 6.98 2.54  0.2060
N 2.60 4.52 1.34  0.9767
C 2.97 3.90 3.93  -0.4708
H -2.71 -12.50 -4.08  0.0762
H 1.91 5.20 0.90  0.2138
H 1.89 5.56 3.04  0.2200
H -2.64 6.48 1.50  0.2857
O 2.44 -6.24 -0.67  -0.5542
Br 4.01 4.71 -3.85  -0.1115
C -2.34 3.37 5.25  -0.1444
H -0.26 -3.11 1.06  0.3532
C 8.68 5.09 -6.08  0.7158
O -4.44 2.52 3.93  -0.2313
O -11.20 5.28 1.89  -0.2823
O 1.45 -8.24 -4.22  -0.3257
C -0.08 3.45 4.31  -1.4896
C 1.28 -9.51 -3.78  0.7226
C 0.43 3.87 2.77  2.9848
H -0.95 0.26 3.85  0.2373
C -0.75 4.94 2.40  -0.8514
H -6.71 1.64 2.66  0.2565
C -11.52 2.22 0.20  -0.6313
O 2.55 -6.21 1.63  -0.3435
O 1.63 -9.94 -2.69  -0.5513
O -0.66 -3.78 1.71  -0.4638
H 0.12 6.43 0.74  -0.5185
C 3.72 2.18 1.11  -0.0927
H -6.02 3.52 5.16  0.2821
H -4.27 -17.31 -6.95  0.2867
O -1.40 2.78 4.29  -0.0737
H -1.48 4.40 1.61  0.3166
C 0.42 2.51 1.80  -1.2518

# 3
A cluster of 9 separate species, H18O9 in total in a non-equilibrium geometry, computed with wB97M-V/def2-TZVPD.

The calculation puts the strongest force on any atom at 2.465 eV/A. The SMILES is O.O.O.O.O.O.O.O.O. Its energy above the lowest of the compared OMol25 structures with the same formula, charge and spin is 52.5 kcal per mole. The value obtained for the HOMO-LUMO gap is 11.01 eV.

Each line ends with the Mulliken charge.
Element x y z (Å)
H 0.13 1.81 0.26  0.3262
H 0.41 -2.20 0.66  0.2715
H 2.50 0.32 -0.02  0.3108
H -0.32 -0.80 0.45  0.3476
O -0.52 -0.08 -1.96  -0.7019
O 2.54 -0.24 -0.80  -0.5921
O -4.12 -0.45 0.42  -0.6237
H 3.41 -0.01 -1.13  0.2926
H 1.48 0.50 2.71  0.3047
H 2.96 0.82 2.92  0.3031
H -2.58 -4.16 0.69  0.2786
H -2.04 -2.79 0.31  0.3553
O 0.35 0.87 0.34  -0.6132
H 0.87 0.93 -4.80  0.3148
H 0.49 3.67 2.83  0.2865
O -2.87 -3.25 0.51  -0.6217
O 0.47 3.29 1.94  -0.6317
H 1.23 2.69 1.95  0.3762
O 2.08 1.19 2.95  -0.6516
H -3.31 -0.30 0.92  0.3021
H 0.59 0.76 -0.61  0.3178
H 0.76 0.62 -3.36  0.3389
H -0.09 -0.93 -2.01  0.3388
O 1.43 0.68 -4.05  -0.6201
H -1.42 0.09 -1.69  0.2797
H -3.99 -1.31 -0.01  0.3320
O -0.43 -1.76 0.57  -0.6214